(1)
Molecular formula: C3H2HgO2
Method: DFT, ωB97M-V/def2-TZVPD

Structure (XYZ):
```
8
Properties=species:S:1:pos:R:3:forces:R:3:nbo_charge:R:1
Hg 2.997 0.174 -0.058 -0.032 -0.001 0.002 0.00
O -0.831 -0.680 1.235 0.273 -1.969 -0.776 -0.60
O -1.259 1.754 -0.203 0.228 -1.785 0.359 -0.42
C -1.093 0.610 -0.314 -0.069 1.085 -1.365 0.85
C -0.725 -1.434 0.194 0.224 2.377 0.993 0.37
C -0.875 -0.615 -0.946 -0.494 -0.238 0.231 -0.63
H -1.027 -0.835 -1.999 0.192 0.266 0.255 0.26
H -0.435 -2.494 0.197 -0.322 0.265 0.301 0.18
```
Positions in Å, forces in eV/Å.

Computed properties:
**Net charge**: 0
**Highest occupied orbital energy**: -9.328 eV
**Energy**: -419.35978 hartree
**Relative energy (zero: lowest compared OMol25 entry of this formula, charge and spin)**: 0.00 kJ/mol

(2)
Molecular formula: C3H2IN2
Method: DFT, ωB97M-V/def2-TZVPD

Structure (XYZ):
```
8
Properties=species:S:1:pos:R:3:forces:R:3:nbo_charge:R:1
I -3.362 -0.248 -0.191 0.427 0.019 -0.011 0.40
N -0.355 -0.455 0.017 -0.246 1.500 0.035 -0.38
N 1.368 1.355 0.463 -0.717 1.013 1.433 -0.19
C 1.929 0.814 -0.533 -6.120 -2.129 1.726 0.20
C 0.591 0.338 -0.113 3.857 0.508 -1.483 0.43
C -1.494 -0.845 0.390 0.309 -1.053 0.689 0.03
H 2.708 0.707 -1.147 3.242 0.069 -2.136 0.26
H -1.385 -1.665 1.114 -0.752 0.073 -0.252 0.25
```
Positions in Å, forces in eV/Å.

Computed properties:
**Net charge**: +1
**Highest occupied orbital energy**: -14.556 eV
**Energy**: -522.30659 hartree
**Relative energy (zero: lowest compared OMol25 entry of this formula, charge and spin)**: 22.25 kJ/mol
**Structure (SMILES)**: I/C=N\C1=[N+]=C1

(3)
Molecular formula: C3H2IN2
Method: DFT, ωB97M-V/def2-TZVPD

Structure (XYZ):
```
8
Properties=species:S:1:pos:R:3:forces:R:3:mulliken_spin:R:1
I 2.921 0.006 0.059 0.521 0.192 -0.233 0.99
N 0.787 1.789 -0.862 0.653 2.306 -0.300 0.06
N -1.074 1.970 0.979 -1.176 0.032 1.344 0.03
C 1.051 0.475 -0.721 0.287 -2.696 -2.009 0.77
C -0.165 1.832 -0.005 -0.853 -3.753 1.727 0.11
C -0.698 0.709 0.823 0.391 4.194 -1.950 0.05
H -0.532 -0.329 0.954 -0.958 -0.614 1.091 0.00
H 0.419 -0.311 -1.198 1.134 0.339 0.329 -0.01
```
Positions in Å, forces in eV/Å.

Computed properties:
**Net charge**: +1
**Spin multiplicity**: 3
**Highest occupied orbital energy (spin up / spin down)**: -12.756 / -14.261 eV
**Energy**: -522.10738 hartree
**Relative energy (zero: lowest compared OMol25 entry of this formula, charge and spin)**: 358.05 kJ/mol

(4)
Molecular formula: C3H2LiO2Sc
Method: DFT, ωB97M-V/def2-TZVPD

Structure (XYZ):
```
9
Properties=species:S:1:pos:R:3:forces:R:3:nbo_charge:R:1
Sc 2.404 -0.499 1.455 -1.407 0.678 -1.383 1.82
O 1.866 -0.560 -0.602 -0.766 -0.920 1.254 -0.66
O -1.231 0.420 0.576 2.831 -0.679 0.951 -0.54
C 0.129 0.008 0.961 -0.412 -1.065 2.262 -0.24
C -0.599 0.633 -0.702 -0.839 -1.262 -2.316 -0.12
C 0.624 -0.403 -0.268 0.633 3.563 -1.185 0.24
Li -1.524 -1.447 1.007 -0.780 -0.185 0.113 0.97
H -0.456 1.692 -0.948 0.618 -0.400 0.357 0.28
H -1.212 0.155 -1.479 0.124 0.270 -0.053 0.25
```
Positions in Å, forces in eV/Å.

Computed properties:
**Net charge**: +2
**Highest occupied orbital energy (spin up / spin down)**: -17.990 / -17.510 eV
**Energy**: -1033.44745 hartree

(5)
Molecular formula: C3H2LuO2
Method: DFT, ωB97M-V/def2-TZVPD

Structure (XYZ):
```
8
Properties=species:S:1:pos:R:3:forces:R:3:mulliken_spin:R:1
Lu 2.458 0.536 -0.486 -1.745 -0.735 0.505 1.17
O -0.005 0.019 -0.587 2.901 -3.528 -2.486 -0.19
O 1.977 -1.410 1.671 0.096 1.027 -1.278 -0.01
C -2.093 1.047 -0.752 -0.416 1.932 1.669 0.00
C -1.004 0.796 -0.255 -2.957 1.062 -1.229 0.01
C 2.140 -2.035 2.600 0.073 -0.604 0.843 0.00
H -0.483 -0.583 -1.328 2.186 1.292 2.160 0.03
H -2.990 1.631 -0.864 -0.136 -0.445 -0.184 0.00
```
Positions in Å, forces in eV/Å.

Computed properties:
**Net charge**: +2
**Spin multiplicity**: 2
**Highest occupied orbital energy (spin up / spin down)**: -17.857 / -17.869 eV
**Energy**: -1500.59351 hartree
**Relative energy (zero: lowest compared OMol25 entry of this formula, charge and spin)**: 196.35 kJ/mol

(6)
Molecular formula: C3H2MgO3
Method: DFT, ωB97M-V/def2-TZVPD

Structure (XYZ):
```
9
Properties=species:S:1:pos:R:3:forces:R:3:nbo_charge:R:1
Mg -1.366 0.320 1.054 1.467 -0.446 -1.262 1.72
O -0.503 -1.398 0.996 -0.662 0.345 0.560 -1.00
O -0.429 2.216 1.340 1.110 0.998 -1.168 -0.76
O -0.371 0.785 -0.614 -0.100 -0.368 0.085 -0.96
C 0.381 -0.331 -0.908 -0.377 0.140 0.067 -0.02
C 0.271 2.481 0.415 -1.493 -1.071 1.761 0.64
C 0.249 -1.417 -0.113 0.583 0.218 -0.420 0.06
H 0.997 -0.308 -1.810 -0.255 -0.055 0.245 0.17
H 0.772 -2.349 -0.360 -0.273 0.240 0.131 0.16
```
Positions in Å, forces in eV/Å.

Computed properties:
**Net charge**: 0
**Highest occupied orbital energy**: -6.857 eV
**Energy**: -541.29508 hartree
**Relative energy (zero: lowest compared OMol25 entry of this formula, charge and spin)**: 9.38 kJ/mol

(7)
Molecular formula: C3H2N2
Method: DFT, ωB97M-V/def2-TZVPD

Structure (XYZ):
```
7
Properties=species:S:1:pos:R:3:forces:R:3:nbo_charge:R:1
N -0.917 -2.809 2.050 -0.923 0.394 1.576 0.00
N -1.463 -2.549 2.971 0.918 -0.439 -1.555 0.00
C 0.720 1.346 -1.404 -3.053 -1.954 -2.947 -0.15
C 0.269 0.545 -0.464 -0.977 -0.519 0.439 -0.41
C -0.379 0.016 0.522 0.579 0.311 -0.733 0.15
H 1.400 2.026 -1.154 2.988 2.820 0.930 0.19
H 0.370 1.425 -2.521 0.468 -0.613 2.290 0.22
```
Positions in Å, forces in eV/Å.

Computed properties:
**Net charge**: 0
**Highest occupied orbital energy**: -10.193 eV
**Energy**: -224.86585 hartree
**Relative energy (zero: lowest compared OMol25 entry of this formula, charge and spin)**: 344.84 kJ/mol

(8)
Molecular formula: C3H2N2O
Method: DFT, ωB97M-V/def2-TZVPD

Structure (XYZ):
```
8
Properties=species:S:1:pos:R:3:forces:R:3:nbo_charge:R:1
O 0.496 1.597 0.013 2.798 0.634 1.009 -0.45
N 2.913 0.889 -0.134 -4.501 2.098 0.022 -0.54
N 4.513 -0.951 0.087 0.568 -0.701 -0.005 -0.35
C -0.052 0.227 0.117 5.949 1.102 -3.195 -0.15
C 1.617 0.834 -0.059 -3.063 -1.620 0.895 0.65
C 3.710 -0.144 -0.040 0.017 -0.526 0.097 0.40
H -0.230 0.047 -0.918 -1.231 -1.199 -0.048 0.21
H -0.284 -0.344 0.968 -0.537 0.212 1.226 0.23
```
Positions in Å, forces in eV/Å.

Computed properties:
**Net charge**: 0
**Highest occupied orbital energy**: -10.079 eV
**Energy**: -300.10985 hartree
**Relative energy (zero: lowest compared OMol25 entry of this formula, charge and spin)**: 319.17 kJ/mol
**Structure (SMILES)**: N#C/N=C1\CO1

(9)
Molecular formula: C3H2N2O
Method: DFT, ωB97M-V/def2-TZVPD

Structure (XYZ):
```
8
Properties=species:S:1:pos:R:3:forces:R:3:nbo_charge:R:1
O -2.122 -0.210 -0.052 -0.882 -0.570 0.007 -0.45
N 1.122 0.017 1.626 -0.266 1.281 0.133 -0.48
N 0.870 -0.243 -1.835 0.256 -0.372 -0.306 -0.29
C 0.007 0.461 -1.583 -0.390 1.459 -0.236 0.04
C -1.077 -0.246 0.471 0.566 0.375 0.811 0.52
C 0.109 -0.272 0.974 -0.445 -0.800 0.366 0.04
H 1.844 -0.673 1.646 0.487 -0.962 -0.024 0.36
H -0.754 1.165 -1.245 0.673 -0.410 -0.752 0.26
```
Positions in Å, forces in eV/Å.

Computed properties:
**Net charge**: 0
**Highest occupied orbital energy**: -8.645 eV
**Energy**: -300.11770 hartree
**Relative energy (zero: lowest compared OMol25 entry of this formula, charge and spin)**: 298.54 kJ/mol
**Structure (SMILES)**: N=C=C=O.C#N

(10)
Molecular formula: C3H2N2O2
Method: DFT, ωB97M-V/def2-TZVPD

Structure (XYZ):
```
9
Properties=species:S:1:pos:R:3:forces:R:3:nbo_charge:R:1
O -1.170 -0.677 3.505 0.779 -0.261 1.732 -0.50
O -0.361 -0.691 -2.393 0.421 -0.176 1.092 -0.52
N -1.210 0.239 1.358 0.274 1.050 -1.771 -0.81
N 1.578 0.460 -1.556 1.378 2.623 -0.925 -0.57
C 1.554 -0.497 -0.634 1.022 -0.361 1.447 0.09
C 0.540 -0.457 -1.641 -1.288 0.458 -2.472 0.58
C -1.147 -0.166 2.475 -1.643 -0.590 -0.825 0.87
H -1.981 0.435 0.717 0.601 -0.201 0.790 0.44
H 2.197 1.354 -1.830 -1.544 -2.543 0.932 0.43
```
Positions in Å, forces in eV/Å.

Computed properties:
**Net charge**: 0
**Highest occupied orbital energy**: -9.441 eV
**Energy**: -375.36902 hartree
**Relative energy (zero: lowest compared OMol25 entry of this formula, charge and spin)**: 374.14 kJ/mol